(1)
# C13H18N6O9RuS

A structure of composition C13H18N6O9RuS in a non-equilibrium geometry (ωB97M-V/def2-TZVPD, the OMol25 dataset).

Properties
Largest force on an atom ... 3.7 eV/Å
Orbital gap (alpha / beta) ... 7.94 / 8.48 eV
Electronic energy ... -2004.57459 Eh
E_LUMO (alpha / beta) ... -3.85 / -3.67 eV
Highest occupied orbital energy (alpha / beta) ... -0.433 / -0.446 hartree

Geometry as ORCA input:
```
! wB97M-V def2-TZVPD RIJCOSX def2/J DEFGRID3
* xyz 1 2
C 1.2694 -0.9721 -2.8881
N -1.3302 4.4042 1.0263
H 4.0103 -1.6185 2.2795
H 0.7176 -0.0942 -4.7613
H 2.6462 -2.6269 -2.8941
O 7.7581 -2.4514 2.6985
N -0.9013 1.6817 -1.2313
H -2.2573 -2.2534 1.8947
C 2.7526 0.1280 0.6293
O -0.4343 -3.8244 0.7534
Ru 0.2940 0.1362 0.0901
C 2.1076 -1.9928 -2.1957
O -0.1576 -1.7951 -0.1618
C 6.9495 -0.5503 0.9633
N 7.3785 1.1647 -0.7541
H -1.8239 3.5395 -1.2730
O 2.2966 0.8952 -0.2656
H -0.5202 -0.0767 2.5624
O 8.5551 0.8988 -0.6580
H 2.3683 -0.7756 -4.6938
C 6.4403 0.4001 0.1000
H -1.9006 5.0449 0.4988
C -0.9500 3.2197 0.5547
C -1.2162 -1.9396 1.9424
O 5.7396 -2.8682 3.3449
N -1.3296 2.8864 -0.6834
C 4.2105 -0.0804 0.7794
C 4.6848 -1.0414 1.6635
H 2.8185 -1.4778 -1.5458
C 6.0462 -1.2507 1.7375
O 1.9251 -0.4973 1.3530
C 1.3312 -0.9052 -4.3784
H -1.0483 4.6739 1.9537
H -0.1120 1.8232 -1.8568
S -0.0316 2.1709 1.5054
N -1.0673 -0.4928 1.8221
H 4.7243 1.3974 -0.7003
N 6.5600 -2.2787 2.6741
O 6.8947 1.9998 -1.4906
H 0.9843 -1.8557 -4.7910
H 1.4686 -2.5923 -1.5456
H -1.6464 1.2240 -1.7456
C 5.0893 0.6518 -0.0095
H -0.7459 -2.3300 2.8410
H -1.9303 0.0109 1.6794
O 0.5365 -0.1962 -2.2738
C -0.5385 -2.6278 0.7730
H 8.0113 -0.7351 1.0331
*
```



(2)
# C62H134F18N7O18S2

A cluster of 13 separate species, C62H134F18N7O18S2 in total in a non-equilibrium geometry (ωB97M-V/def2-TZVPD, the OMol25 dataset).

Properties
Largest force on an atom ... 3.7 eV/Å
Orbital gap ... 7.99 eV
Electronic energy ... -6773.81499 Eh
E_LUMO ... -1.15 eV
Highest occupied orbital energy ... -0.336 hartree

Geometry as ORCA input:
```
! wB97M-V def2-TZVPD RIJCOSX def2/J DEFGRID3
* xyz 1 1
O -2.3002 2.2001 4.5762
C -3.4889 -1.4969 4.4001
F 1.3215 -5.4713 -3.9971
H -7.4123 -1.3828 3.9114
O 4.4724 -3.4629 -4.0853
H 0.4183 6.3786 2.7940
C -3.1724 3.3037 2.7115
H 3.5721 -8.5912 1.8386
H 4.8354 -6.1041 -0.2266
H 3.2867 -1.2516 6.9362
H 0.2464 -5.4080 3.4023
H 5.7224 -0.2063 6.0210
H 2.1818 -0.7850 0.7840
H -2.1342 3.7371 -4.5108
H 2.4767 3.5989 1.8101
H 1.3708 -2.3196 1.3341
H 3.7263 0.7197 5.7898
C -1.2672 0.1039 -6.3052
H -4.6237 4.2899 -1.8236
O -0.8473 2.6725 2.8312
C 3.2252 -1.7904 6.0304
H -6.6128 0.9499 4.5129
C -6.0320 0.8396 3.5812
H 4.9708 -0.4805 2.4415
O -0.1305 0.7017 -4.1813
C 2.9835 -5.3798 0.6023
C 2.1768 0.5606 4.4574
C -1.0520 6.7569 1.3026
H -9.4119 1.3367 -1.2151
H -2.3578 1.9254 -2.9408
H -3.7778 1.8116 -1.8266
F 2.3786 3.2596 -3.9317
C 0.5468 4.4531 -0.0140
O -2.5618 5.6383 -2.3574
C 1.6137 4.1107 2.2450
F -0.8931 -4.2525 5.7450
N 0.8133 -1.5754 -0.5523
C -7.2210 2.9099 2.7627
H -1.1000 2.0012 1.4284
F 2.6136 -4.8774 -5.5394
F 3.0265 -6.7149 -4.5512
H 4.7178 3.9953 -4.7565
H 1.6692 -0.3581 4.1214
H -1.4467 0.8886 6.7437
H -4.6189 0.0540 1.6558
H -8.3518 -0.8207 -1.5208
O -1.1561 1.3980 0.5997
H -2.8157 0.1960 3.3853
H -6.9589 -1.1620 2.1718
N 4.0618 -1.1672 5.0505
H 2.2752 0.7561 -6.4785
H -6.2736 1.4910 1.4367
H 2.2972 -8.5717 -1.6128
H -4.8795 1.3683 -4.1232
H -1.1879 3.1094 6.0398
H -5.7882 3.0321 -2.4502
C -1.4705 -4.6953 1.9964
H -2.8567 3.4671 6.3123
C -3.1815 -0.7800 3.1107
C 5.2111 -1.4147 3.0080
C -4.8939 -1.0888 4.7499
C -2.3458 1.5086 6.7755
C -4.2681 -0.7720 -1.4083
H -1.6549 5.2262 -2.2195
H -5.0381 1.3392 3.7036
H 5.8574 -0.1791 -6.7537
C 1.8330 -1.7919 0.5410
N 3.4984 -7.7655 -0.0853
H 1.7500 6.8857 0.0838
H 7.0771 -1.8064 4.1477
C -0.3224 -0.6732 0.0604
C 4.7259 0.7652 -4.7153
C 3.2009 0.2484 -6.7355
C 5.5457 0.8361 -6.9860
H 2.9915 2.7417 -5.9333
H 2.1930 -1.8311 5.6522
O -0.3167 7.9450 0.9041
H -2.3792 1.8479 7.8078
O -5.6156 0.8981 -2.4287
H 1.6673 -7.0426 -0.7727
H -3.1732 -4.9500 0.8315
C -6.6989 -1.5544 3.1227
H 0.7565 3.4417 2.4149
C 5.5570 -1.1223 5.4338
H -1.8112 6.9832 2.0715
H -2.4070 -1.2350 2.5401
H 3.5015 -2.7947 6.1277
H 2.3120 -2.1221 -8.0342
O 4.5440 0.7459 -0.1358
H -0.6953 -2.6367 -1.7022
C -1.3970 0.8558 -4.9872
H -8.2354 -0.5195 0.1229
H 5.9658 3.5182 -5.8604
H 6.7965 -0.1344 4.0084
F 5.0847 4.3018 0.4879
H 1.7921 -4.9931 2.1969
C -5.6526 -0.2876 -1.8749
F 6.5392 2.9467 1.3340
H 3.9550 2.8461 -7.3465
C -8.3470 1.2555 -0.9435
H -1.5473 -5.6873 2.5402
S 3.8132 -4.4567 -3.2896
H 0.1366 5.2112 -0.6751
H 3.0297 5.5619 0.3922
H 0.7982 0.5420 6.2942
H -0.9291 -0.5292 -0.8455
O 0.9445 1.9579 -5.9938
H 1.9034 1.0500 -4.4315
C 5.5868 2.0089 -4.4240
H -2.1701 0.4674 -4.3114
N 4.3476 1.0564 -6.1507
H -2.8252 -1.2409 5.2238
C -3.1208 4.1309 -4.2660
H 1.9381 -8.2018 1.3389
C 2.1574 -2.0674 -6.9468
H 4.2126 -1.4952 -6.5366
C 5.1002 3.1727 -5.4105
O 2.9374 -3.9064 -2.3022
H -2.6616 -3.2379 1.0059
F 6.1810 2.8592 -0.8055
F 0.3595 3.8641 -4.5015
C 3.2296 -1.1726 -6.2337
F -3.6536 2.2380 2.0228
H 1.8728 4.7503 3.1471
H -5.4782 -1.8929 5.1377
H -5.2555 2.8372 -4.9976
F 0.1643 -2.5282 5.0741
C -0.0614 5.8295 1.9772
H -1.7806 4.1023 3.9014
H 1.9664 1.8701 6.1690
H -1.4942 6.2615 0.4583
H 2.4594 6.6561 1.6646
H 5.1068 -7.8193 -1.4490
H -0.2306 3.7154 0.2592
C 0.1405 -2.8880 -1.0517
H -0.7809 -1.2470 0.8649
F 1.1973 -4.3524 5.6960
H -8.3372 1.8460 0.0083
H -5.5474 4.5702 -3.2855
O -0.8959 -3.7373 2.8732
H -0.8425 8.5919 0.4328
H -3.4135 -4.0742 2.4929
C 4.0010 2.5255 -6.2477
H 0.5798 -0.6677 -2.3870
H 5.5565 -2.2413 2.3522
F -4.1937 3.7664 3.5055
H -6.3905 3.5955 2.6901
H 2.7613 -2.2820 0.2031
H -0.2117 -3.5705 -0.1961
H -7.6804 0.8247 2.2157
H 6.6229 1.8083 -4.6847
C 4.0080 -1.9523 3.8353
F -3.6843 0.0811 -0.5557
H 3.0481 -1.1950 -5.1816
H -3.2567 0.9987 6.4928
H 0.4973 1.6933 5.1782
H 1.3113 3.9269 -0.5315
H 2.7704 -9.5950 0.5477
H 5.4645 2.2817 -3.3652
H -0.2744 0.3250 -6.7818
C 2.8993 -8.5908 0.9423
C 1.3704 1.1528 5.5846
C -7.8611 -0.1690 -0.7836
H 1.9407 -0.0370 -1.5501
C 1.0932 2.8632 -3.9536
H 1.1246 -1.7473 -6.7853
H -1.5739 1.9321 -5.1612
C -4.4709 2.2758 -4.5238
O 3.0568 2.5528 -0.1340
H 4.1372 -3.0103 4.1594
H 4.6082 -6.6623 1.3091
H -3.7281 1.9901 -5.3428
H 0.4230 0.5326 1.6902
H 2.1585 -3.0589 -6.5810
C 5.5789 3.0685 0.4009
O 4.0223 1.7305 2.0036
O 1.4330 -3.8462 3.0325
H -2.7717 3.0951 -1.6448
H -7.6020 3.0326 3.7879
C 3.6775 0.2677 4.8166
H 3.6155 -4.5853 1.0163
C 2.6190 -5.4427 -4.3686
C 4.7264 -8.4092 -0.6280
C 2.1522 6.1076 0.7659
H 3.3022 0.3285 -7.8102
C -6.7987 1.4602 2.3912
F -3.4444 -0.9530 -2.4868
H -5.9363 -1.1467 -2.5207
C -4.5369 -0.7392 2.3787
C 2.4976 -7.5575 -1.1723
H 5.7183 -1.9411 6.1031
C -1.8722 3.1141 3.5271
C -2.1543 2.6955 5.8992
H 2.1940 1.1490 3.5751
H -0.6462 4.9373 2.2942
C 0.0804 0.6763 0.6505
H -2.0587 0.5252 -6.9652
F -4.3988 -2.0310 -0.8054
O 4.6797 -5.4582 -2.5947
H -6.2462 -2.5629 3.0524
F 0.6925 2.8619 -2.5888
H 4.4796 -9.4270 -0.8261
H 2.0253 -1.6403 -2.3544
H 6.4348 1.4890 -6.8356
H 5.4752 -8.3953 0.1470
C -2.9590 5.5397 -3.7114
C 1.4015 -0.9500 -1.7936
C 0.9618 1.5488 -4.7603
S 4.1685 1.9323 0.5628
O 2.0709 -5.8450 1.5475
F -3.0013 4.3521 1.8239
N -5.5790 -0.6331 3.4869
N -3.9218 3.1915 -3.4259
H -3.8885 6.0724 -3.8003
H -1.4724 -0.9474 -6.3016
H 2.5348 -5.1004 -0.3536
H 5.2524 -0.2049 -4.8157
C 0.2945 -4.3016 3.4814
H 3.0232 -1.9204 3.3402
H -0.7811 -4.8048 1.1176
N 1.0464 5.1471 1.1735
C 0.1713 -3.8482 5.0198
H 3.8245 0.7335 -4.1289
H -3.5710 4.1751 -5.2585
H 3.0196 -6.9218 -1.8953
H -7.8245 1.7555 -1.7572
H -7.9915 3.1951 2.1001
C 4.0422 -6.4668 0.3949
C 6.2515 -1.0892 4.1195
H -4.8864 -0.2689 5.4462
H 5.2201 0.8307 -8.0144
H -4.7934 -1.6217 1.8152
H -3.4032 -2.5363 4.2922
H 0.9233 -3.4171 -1.6214
C -2.7971 -4.2351 1.5456
H -2.1991 5.9752 -4.4359
H 0.7669 1.1938 0.0358
O -6.4526 -0.2829 -0.7241
C -5.0593 3.8077 -2.6785
H 4.3973 0.7810 4.2325
C -3.1138 2.4658 -2.4022
*
```



(3)
# C8H12O

A structure of composition C8H12O in a non-equilibrium geometry (ωB97M-V/def2-TZVPD, the OMol25 dataset).

Properties
Largest force on an atom ... 6.2 eV/Å
Orbital gap ... 8.93 eV
Electronic energy ... -386.94298 Eh
E_LUMO ... 0.68 eV
Highest occupied orbital energy ... -0.303 hartree

Geometry as ORCA input:
```
! wB97M-V def2-TZVPD RIJCOSX def2/J DEFGRID3
* xyz 0 1
H -2.0801 -0.4959 1.7676
C -1.8948 -0.6372 0.6567
H 1.1356 2.7372 0.4744
H 0.5356 -2.0441 -2.9413
H -2.5935 -1.4927 0.1228
H 0.2873 0.1853 -1.6870
H -1.9491 2.2473 1.6396
C 0.8826 -1.2933 -0.4463
C -0.8509 -0.1105 0.0473
C 0.2083 2.0789 0.5717
C 0.3313 -1.8613 -1.6565
H -0.1740 2.1884 -0.6284
H 2.4873 -0.5512 0.5128
H 0.4606 -1.5775 0.6628
H -0.2030 -2.8367 -1.3671
H 0.4900 0.4666 1.9741
C 0.4732 0.6481 0.8510
C 1.5791 -0.0944 0.0479
C -0.3085 -0.5599 -1.2410
H 1.9539 0.4495 -0.8746
O -0.7710 2.5534 1.5135
*
```



Copy entry 1 word for word.
# C13H18N6O9RuS

A structure of composition C13H18N6O9RuS in a non-equilibrium geometry (ωB97M-V/def2-TZVPD, the OMol25 dataset).

Properties
Largest force on an atom ... 3.7 eV/Å
Orbital gap (alpha / beta) ... 7.94 / 8.48 eV
Electronic energy ... -2004.57459 Eh
E_LUMO (alpha / beta) ... -3.85 / -3.67 eV
Highest occupied orbital energy (alpha / beta) ... -0.433 / -0.446 hartree

Geometry as ORCA input:
```
! wB97M-V def2-TZVPD RIJCOSX def2/J DEFGRID3
* xyz 1 2
C 1.2694 -0.9721 -2.8881
N -1.3302 4.4042 1.0263
H 4.0103 -1.6185 2.2795
H 0.7176 -0.0942 -4.7613
H 2.6462 -2.6269 -2.8941
O 7.7581 -2.4514 2.6985
N -0.9013 1.6817 -1.2313
H -2.2573 -2.2534 1.8947
C 2.7526 0.1280 0.6293
O -0.4343 -3.8244 0.7534
Ru 0.2940 0.1362 0.0901
C 2.1076 -1.9928 -2.1957
O -0.1576 -1.7951 -0.1618
C 6.9495 -0.5503 0.9633
N 7.3785 1.1647 -0.7541
H -1.8239 3.5395 -1.2730
O 2.2966 0.8952 -0.2656
H -0.5202 -0.0767 2.5624
O 8.5551 0.8988 -0.6580
H 2.3683 -0.7756 -4.6938
C 6.4403 0.4001 0.1000
H -1.9006 5.0449 0.4988
C -0.9500 3.2197 0.5547
C -1.2162 -1.9396 1.9424
O 5.7396 -2.8682 3.3449
N -1.3296 2.8864 -0.6834
C 4.2105 -0.0804 0.7794
C 4.6848 -1.0414 1.6635
H 2.8185 -1.4778 -1.5458
C 6.0462 -1.2507 1.7375
O 1.9251 -0.4973 1.3530
C 1.3312 -0.9052 -4.3784
H -1.0483 4.6739 1.9537
H -0.1120 1.8232 -1.8568
S -0.0316 2.1709 1.5054
N -1.0673 -0.4928 1.8221
H 4.7243 1.3974 -0.7003
N 6.5600 -2.2787 2.6741
O 6.8947 1.9998 -1.4906
H 0.9843 -1.8557 -4.7910
H 1.4686 -2.5923 -1.5456
H -1.6464 1.2240 -1.7456
C 5.0893 0.6518 -0.0095
H -0.7459 -2.3300 2.8410
H -1.9303 0.0109 1.6794
O 0.5365 -0.1962 -2.2738
C -0.5385 -2.6278 0.7730
H 8.0113 -0.7351 1.0331
*
```